(1)
Formula: C56H39BrN2O4PTa
Source: the Open Molecules 2025 dataset
Level of theory: ωB97M-V/def2-TZVPD

Structure (XYZ):
```
104
Properties=species:S:1:pos:R:3:forces:R:3:lowdin_charge:R:1
C -6.01009 -0.41961 -2.55685 0.058 -0.046 0.051 -0.09
C 1.60539 5.82054 3.44342 0.032 -0.013 -0.045 -0.08
C -3.42210 -5.33253 -3.16719 -0.027 0.105 0.079 -0.09
C 4.22612 -1.64426 0.91269 0.445 -0.005 -0.185 -0.01
H 4.80941 -0.73353 0.99815 -0.002 -0.052 -0.020 0.12
C 1.87705 -5.11680 0.53232 0.104 -0.059 -0.092 0.00
H 3.95800 -0.19616 3.14004 -0.002 0.008 0.060 0.14
C 0.93309 3.22675 -1.59176 -0.026 0.046 0.035 -0.07
C 2.89751 0.01179 2.98033 0.168 0.115 0.565 -0.06
H 3.73332 6.68240 0.95645 -0.017 -0.015 0.005 0.10
H 1.75614 -2.77628 -4.98247 -0.021 0.036 0.016 0.11
H -3.31256 0.56378 1.75062 0.016 0.020 -0.011 0.08
Br 3.57018 3.81457 6.60548 0.003 0.000 0.004 0.74
C 2.17342 -2.85135 1.24629 -0.267 -0.034 0.250 -0.18
C -0.62050 -0.36120 -4.83698 0.039 -0.028 0.029 -0.07
C 2.58721 4.87074 1.02538 0.033 0.065 0.043 -0.08
O 0.98980 -1.03792 -0.32091 -0.164 0.363 -0.143 -0.13
C 2.52927 6.57699 2.72824 -0.046 -0.036 0.014 -0.09
H 5.79325 -2.73944 -0.10629 -0.043 0.011 0.026 0.11
H -0.88570 4.79784 0.85237 0.013 -0.021 0.023 0.11
C 1.10542 -2.01484 -4.56189 -0.033 -0.004 -0.050 -0.02
O 0.10150 0.08677 3.40751 0.051 0.146 0.816 -0.26
C 2.47725 2.43981 -3.26480 -0.055 -0.009 0.062 -0.08
C -2.79574 3.86657 1.14437 -0.011 -0.071 0.016 -0.09
H 0.44387 4.02381 3.50190 0.003 -0.006 0.001 0.10
C -2.76983 1.48279 1.56472 0.066 0.093 -0.022 -0.10
H -4.55065 2.67390 1.48425 0.055 0.000 -0.003 0.10
C 1.60919 2.50161 -0.61071 -0.030 -0.005 -0.070 -0.39
H -0.09651 -5.28518 -2.55612 -0.051 0.024 0.005 0.10
H 2.97888 4.51101 0.08246 -0.004 0.011 0.004 0.10
C 2.49830 2.61522 5.61040 -0.037 -0.037 -0.040 -0.70
C -1.41365 3.86902 1.04177 -0.055 -0.040 -0.045 -0.10
C 0.26139 -0.43988 -1.19936 0.423 -0.347 0.170 -0.56
C 0.14646 -3.85627 1.60151 -0.017 -0.149 0.021 -0.11
H -0.76965 -3.34725 -1.20231 -0.010 -0.024 -0.003 0.10
P 1.09010 2.46284 1.14301 -0.549 0.328 -0.559 1.11
C 2.26842 0.93337 3.91201 0.483 -0.099 -0.350 -0.17
C -3.46792 2.67338 1.40922 0.033 0.028 -0.024 -0.08
C 0.60756 -5.06089 1.01966 -0.087 0.073 0.089 -0.03
H -6.87745 0.15268 0.66325 0.029 -0.015 -0.035 0.10
H 2.80073 2.40651 -4.29827 0.002 0.009 0.034 0.10
O -0.52391 0.42868 -0.78021 0.112 0.090 0.428 -0.05
H -0.87624 -3.76467 1.94967 0.032 0.007 -0.042 0.11
H 0.82676 3.75970 -3.66483 0.031 -0.037 0.050 0.11
C -6.72561 0.08868 -1.47841 0.045 -0.039 -0.012 -0.10
H 3.21828 1.13305 -0.22795 -0.021 0.017 -0.030 0.09
H 2.25300 -6.01652 0.05728 -0.008 0.020 0.018 0.12
H 0.04774 3.79368 -1.32313 0.059 -0.017 -0.021 0.11
H -1.79414 -6.56386 -3.84866 -0.013 0.037 0.035 0.09
H 2.86516 7.53386 3.11184 -0.022 -0.065 -0.019 0.10
C 1.65447 4.11361 1.72885 0.336 -0.228 0.244 -0.33
C -3.25838 -2.35918 -0.80560 -0.163 -0.208 -0.389 -0.16
C 4.78127 -2.78713 0.27679 -0.060 0.184 0.071 -0.06
H -6.30872 -0.17427 -3.56959 0.009 -0.008 0.031 0.10
C 4.05087 -3.93025 0.14636 -0.132 -0.026 0.012 -0.03
N 2.27838 -0.63108 2.07221 -0.133 -0.063 -0.721 0.01
C -1.52347 -3.91676 -1.73729 0.103 0.015 -0.032 -0.04
H -7.58939 0.72144 -1.64342 0.033 -0.017 0.002 0.10
C 2.95889 -1.68831 1.39074 -0.387 0.371 0.357 -0.22
C 0.31716 -0.79100 -2.63967 -0.057 0.081 0.097 -0.06
C 2.71167 1.73522 -0.97696 0.067 -0.008 -0.099 -0.11
C -2.43936 -1.95397 0.16641 0.619 0.268 0.649 -0.11
H -4.17506 -5.88177 -3.72103 0.020 0.027 0.024 0.10
H -1.21605 0.62314 -3.01941 0.027 -0.013 -0.029 0.13
C 3.07194 1.78455 4.67911 0.096 0.016 0.000 -0.08
C -2.86334 -3.51734 -1.65155 -0.149 0.221 0.078 -0.17
C 3.15053 1.70492 -2.30009 -0.103 0.014 0.094 -0.07
C -4.90389 -1.23273 -2.34643 -0.037 0.032 -0.028 -0.04
H 4.00173 1.09282 -2.57550 -0.034 0.029 0.027 0.10
H 0.19795 -1.54443 -6.43684 0.000 0.005 0.053 0.11
C 1.15539 -1.76061 -3.19389 0.149 -0.132 0.098 -0.25
H -4.91479 -1.30449 1.02886 -0.014 0.019 -0.031 0.11
H -0.74546 1.68641 5.22980 0.027 0.032 0.001 0.13
C 0.88501 0.90102 4.10716 -0.524 -0.356 -0.290 -0.35
C -1.14459 -5.00435 -2.51079 -0.010 0.063 0.048 -0.09
H -4.33799 -1.60387 -3.19438 -0.033 0.007 0.042 0.11
N 0.89265 -2.78979 1.71458 0.047 0.121 -0.242 0.07
C 1.12119 2.58081 5.81989 -0.091 0.017 0.035 -0.12
H 2.49496 -3.08125 -2.95781 0.037 -0.030 0.009 0.11
H -1.31822 0.17510 -5.46718 0.030 -0.018 0.031 0.10
H 0.67547 3.23049 6.56261 0.011 -0.017 -0.018 0.11
C 0.32584 1.73051 5.07967 -0.114 0.050 0.225 0.00
C 3.01486 6.10033 1.52062 -0.027 -0.082 -0.003 -0.08
C -2.09047 -5.72050 -3.23566 -0.011 0.039 0.017 -0.11
H -0.06468 -5.90421 0.94366 -0.003 0.016 0.012 0.11
C -1.58683 -1.50427 0.99608 0.334 0.673 0.441 -0.18
C -3.80353 -4.24784 -2.38474 -0.036 -0.122 -0.032 -0.04
H 1.21962 6.18438 4.38897 0.016 -0.025 -0.041 0.11
Ta -0.02987 -0.30383 1.47843 -0.741 -1.097 -1.853 1.75
O 2.01590 -2.45994 -2.39975 -0.122 0.121 -0.008 0.07
H -3.35058 4.79005 1.02048 0.021 -0.052 0.014 0.10
C -4.48841 -1.55634 -1.05123 0.181 -0.163 -0.098 -0.18
C -1.37618 1.45958 1.46254 0.258 0.060 0.037 -0.29
H 4.14490 1.79221 4.52478 -0.035 0.003 0.000 0.11
C 1.36518 3.19962 -2.90812 0.033 -0.061 -0.015 -0.07
H -4.85016 -3.97378 -2.32698 0.026 0.003 -0.018 0.11
C 1.17537 4.59923 2.94853 -0.007 0.011 -0.045 -0.10
C -0.56282 -0.10813 -3.47964 -0.112 0.049 -0.025 0.00
C -6.32344 -0.22876 -0.18743 0.033 -0.036 -0.015 -0.09
C 2.71651 -3.98241 0.63414 0.130 -0.201 -0.075 -0.15
H 4.47247 -4.80535 -0.33580 -0.025 0.024 0.034 0.11
C -0.71590 2.66931 1.19274 -0.137 -0.047 0.151 -0.41
C 0.22543 -1.32440 -5.37566 -0.001 0.020 -0.020 -0.07
C -5.22093 -1.04636 0.02095 -0.060 0.042 0.068 -0.04
```
Forces are in eV/Å.

## Properties
- total charge = 0
- LUMO (spin up / spin down) (eV) = -0.66 / -0.65


(2)
Formula: C56H39BrN4O3P2STl
Source: the Open Molecules 2025 dataset
Level of theory: ωB97M-V/def2-TZVPD

Structure (XYZ):
```
107
Properties=species:S:1:pos:R:3:forces:R:3:lowdin_charge:R:1
H -0.59390 2.14711 -2.31521 0.008 0.042 0.027 0.07
C 0.63158 5.10482 -1.25674 -0.042 -0.041 -0.001 -0.07
C -3.54684 1.58212 -0.91908 -0.026 0.028 0.024 -0.39
C -0.42993 2.99234 -1.64983 0.004 -0.102 -0.052 -0.15
H -1.39622 4.28164 1.32711 0.000 -0.007 -0.005 0.11
H 6.44162 1.67256 0.93578 -0.008 0.005 0.005 0.13
C 0.50993 -1.35496 -4.82999 0.068 0.298 0.204 -0.39
C 2.14669 -2.93354 -2.43177 0.023 0.049 0.092 -0.22
C 3.94211 -1.72272 0.28725 0.106 -0.055 -0.030 -0.09
C 2.19035 -5.28530 3.51144 0.014 -0.035 0.010 -0.07
H 0.92570 3.91136 -3.02687 0.005 -0.016 -0.024 0.09
C 2.06127 -4.09743 1.42180 -0.064 0.055 -0.035 -0.35
N 3.16980 0.24635 -3.80401 -0.165 0.005 0.069 0.18
C 0.42572 3.99768 -2.07081 0.020 0.073 0.041 -0.06
C -3.66416 2.30785 -2.09886 0.026 0.055 -0.067 -0.08
N 2.80711 -1.66026 -2.54686 0.074 -0.001 -0.069 0.16
H -1.49940 -1.84868 -6.56930 0.017 -0.002 -0.017 0.13
H 1.88464 -5.39030 4.54352 -0.001 -0.010 0.025 0.11
C -3.04569 2.74547 6.46574 -0.023 -0.012 -0.028 -0.09
C -2.64999 2.19872 4.17018 -0.048 0.075 0.076 -0.08
C 1.42654 -4.89509 -3.64665 0.015 0.000 0.024 -0.05
C -4.57322 0.70918 -0.55360 -0.008 -0.071 0.008 -0.13
C 0.86696 -4.61221 -1.33502 -0.126 0.061 -0.076 -0.12
H 1.29828 5.89372 -1.57660 0.021 0.022 -0.003 0.11
H 4.51127 3.59569 -0.22197 -0.005 -0.009 -0.006 0.12
N 2.01944 2.15791 -4.91095 -0.139 0.223 -0.022 0.16
H 4.13407 -6.76919 1.17402 0.031 -0.021 0.000 0.11
C 1.55255 -3.38882 -1.24847 0.089 -0.118 -0.052 -0.32
C -1.18435 1.09040 5.70612 0.081 -0.097 -0.075 0.01
H -4.44335 -2.71445 -3.54419 -0.003 0.002 0.013 0.11
Br -2.79342 -2.42900 -1.05464 0.019 0.057 -0.122 0.80
N -1.23394 -1.81314 -3.22268 -0.094 -0.003 0.037 0.05
H 1.40368 -5.47009 -4.56145 -0.007 -0.019 -0.024 0.11
C 2.94535 -5.01947 0.86285 0.132 -0.032 -0.039 -0.11
C -3.44924 -2.42545 -3.85112 -0.012 -0.010 0.068 -0.07
C -0.62093 0.45099 4.58417 -0.089 0.064 0.045 -0.05
C 2.38048 -0.03427 1.05332 -0.185 0.026 0.009 -0.18
Tl 0.01196 -0.32053 -1.05040 -0.203 -0.067 -0.088 0.85
C -2.45491 -2.18111 -2.90957 0.149 -0.034 -0.162 -0.70
C 2.65611 -1.39034 0.65993 0.041 -0.097 0.044 -0.32
C 1.19515 0.58244 1.61992 0.099 -0.098 -0.023 -0.36
C 3.34787 2.27318 1.00588 0.009 0.079 -0.026 -0.14
C -2.21355 1.95185 5.49046 -0.055 0.064 0.055 -0.15
H 0.11581 6.06769 0.58863 0.003 0.021 0.015 0.11
H -3.57562 2.07554 7.14409 -0.008 0.003 -0.001 0.12
C 1.13382 1.94506 1.78692 0.090 0.048 -0.043 -0.06
C -0.88985 4.19113 0.37382 -0.045 0.023 0.024 -0.09
H 2.06340 3.88975 1.58397 -0.014 0.003 0.000 0.12
H -3.85060 -2.47848 -5.94895 -0.012 0.004 -0.009 0.12
C 3.08015 -6.19078 2.95465 -0.011 0.003 -0.018 -0.08
C 2.42372 -0.72835 -3.43515 -0.221 0.062 0.112 -0.41
C 3.45414 -6.05915 1.62429 -0.043 0.035 0.034 -0.07
C 1.67388 -4.24578 2.75076 0.033 -0.027 0.052 -0.08
H 0.97752 -3.54641 3.18880 0.002 -0.012 -0.016 0.08
C -0.91499 -1.70315 -4.51814 -0.007 -0.038 0.107 -0.17
H 0.24302 2.37734 2.21762 -0.023 0.012 0.050 0.10
H -2.89146 3.00822 -2.39189 -0.039 -0.025 0.015 0.10
C -2.10042 1.61038 3.01223 0.086 -0.071 -0.016 -0.13
O 1.07497 -0.78320 -3.70934 0.056 -0.180 0.098 -0.04
H 0.25338 -6.28779 -2.50379 -0.023 -0.018 -0.006 0.11
P -2.05458 1.61226 0.12452 0.238 -0.103 0.021 1.01
H 5.98148 -1.13915 -0.15821 0.008 -0.011 0.006 0.12
O 0.38383 -1.52550 2.96090 -0.063 0.273 -0.020 -0.53
C -3.71031 3.12915 4.16886 0.011 -0.004 0.063 -0.14
H 3.22730 -4.95102 -0.18202 0.023 0.011 0.079 0.10
P 1.36623 -2.69139 0.46633 -0.066 0.098 -0.051 1.04
C -1.81060 -1.94058 -5.53922 -0.058 -0.023 0.043 0.04
C 2.18612 2.82406 1.44805 -0.058 -0.131 0.084 0.01
C -0.03117 5.20022 -0.04125 0.000 0.003 -0.063 -0.08
H -0.81180 0.87012 6.69707 0.012 -0.007 0.018 0.12
H -6.67637 1.17918 -3.16244 -0.016 -0.007 -0.017 0.11
H -4.50137 0.14419 0.36914 0.016 0.003 0.002 0.10
H 5.99439 1.83024 -0.75009 -0.012 -0.002 -0.004 0.12
C -3.10884 -2.29383 -5.18419 -0.014 -0.010 -0.059 -0.02
O 1.07738 -1.51405 -5.85813 0.028 -0.115 -0.044 0.20
C 2.10704 -3.69593 -3.59980 -0.039 -0.019 0.015 -0.02
H 0.15908 -0.28469 4.72783 0.023 -0.005 0.023 0.11
C 3.43310 0.87261 0.83352 0.174 0.097 -0.068 -0.08
C 2.52936 1.25676 -4.40669 0.270 -0.140 -0.083 -0.33
H -2.42057 3.38831 7.08576 0.006 0.011 -0.013 0.12
C -5.79912 1.28601 -2.53914 0.015 -0.008 0.056 -0.08
C -1.09727 3.06863 -0.42305 -0.042 0.032 -0.007 -0.38
C -1.04104 0.67839 3.29478 0.098 -0.016 0.105 -0.31
H -5.08346 4.21260 2.92663 -0.024 0.019 -0.007 0.12
H -5.06675 3.35568 5.82972 -0.009 -0.012 -0.004 0.12
H 2.62323 -3.32656 -4.47677 0.006 0.018 -0.024 0.13
C 5.58918 1.73786 0.25794 -0.036 0.019 0.025 -0.09
C -2.67350 2.06282 1.77611 0.016 -0.032 -0.010 -0.31
C -4.02491 3.55715 5.58056 0.034 -0.028 -0.006 -0.09
S -0.21352 -0.43578 2.13408 0.008 -0.119 -0.171 0.87
H 4.14452 -2.76118 0.04631 0.003 -0.021 0.010 0.11
C 4.65451 2.91980 0.62257 0.016 -0.036 0.001 -0.09
H 5.04917 3.51909 1.44317 0.011 -0.002 0.002 0.12
C 4.72025 0.51265 0.38356 0.046 -0.021 -0.017 -0.14
C -4.78422 2.15404 -2.90805 -0.008 -0.002 0.020 -0.07
H 3.47279 -7.00460 3.54874 0.009 -0.013 0.023 0.11
C 0.79164 -5.35012 -2.49865 0.002 0.002 -0.031 -0.05
H -4.86521 2.73025 -3.81993 -0.005 0.005 -0.017 0.11
C -5.69397 0.56729 -1.35232 -0.004 0.050 -0.055 -0.08
H 3.73235 -1.52491 -2.16114 -0.038 -0.018 0.019 0.15
H -6.48972 -0.09851 -1.04619 -0.014 -0.022 -0.005 0.11
H -3.87703 4.63165 5.69497 0.002 0.008 -0.001 0.12
H -4.14249 3.28797 0.86209 0.017 -0.004 0.015 0.11
C 4.99969 -0.80348 0.15042 -0.084 0.011 0.021 0.00
C -3.71969 2.96400 1.80668 -0.119 0.113 -0.024 -0.07
C -4.26607 3.50705 2.98333 0.042 -0.041 -0.068 0.00
H 0.37692 -4.99779 -0.44768 0.003 0.022 -0.014 0.11
```
Forces are in eV/Å.

## Properties
- total charge = +1
- LUMO (eV) = -2.80


The following ΔE to the lowest compared entry with this formula, charge and spin values (in kcal per mole) correspond, in order, to the records above: 15.2, 0.0.